Record 1
Entry from the OMol25 dataset: a molecular structure, C44H42N3PS6Se2TaTe (ωB97M-V with the def2-TZVPD basis set).

- relative energy (zero: lowest compared OMol25 entry of this formula, charge and spin) (kcal per mole) = 25.2

ORCA input file:
```
! wB97M-V def2-TZVPD RIJCOSX def2/J DEFGRID3
* xyz -1 1
Ta 1.59592 -0.03161 1.49724
S 8.81032 -0.69590 -0.56013
C 7.19244 -0.82327 -0.37989
S 6.54285 -1.61732 1.07740
C 4.92577 -0.99286 0.92043
C 4.60908 -0.28804 -0.27365
S 2.98445 0.44103 -0.49528
S 5.91649 -0.11694 -1.38965
S 3.80384 -1.11878 2.32522
Se 0.37773 -1.88380 3.07183
P 0.10815 -3.42654 1.46551
Se 1.49238 -2.99523 -0.12666
C 0.56053 -5.08310 2.09379
C 1.80972 -5.17135 2.64580
C 2.29132 -6.41436 3.05096
C 1.60842 -7.57287 2.69460
C 0.43537 -7.50532 1.96358
C -0.12198 -6.24095 1.67808
C -1.59841 -3.58138 0.99520
C -2.56190 -3.80923 2.00564
C -3.88001 -3.88778 1.62522
C -4.19826 -3.73357 0.25553
C -3.25564 -3.47262 -0.73556
C -1.90905 -3.28324 -0.33055
H 2.43929 -4.27882 2.67546
H 3.21470 -6.52669 3.62390
H 2.09538 -8.51202 2.93825
H 0.01356 -8.38027 1.50677
H -1.06491 -6.16669 1.20337
H -2.26684 -3.99596 2.99252
H -4.66949 -4.06209 2.32079
H -5.27826 -3.80857 -0.04000
H -3.59960 -3.35943 -1.78352
H -1.11467 -2.85427 -0.92465
Te -0.46234 0.35519 -4.94077
C -0.51940 -0.00671 -7.02752
C -1.33210 -0.94261 -7.64790
C -1.38419 -1.06475 -9.05668
C -0.45027 -0.41167 -9.85924
C 0.44627 0.43391 -9.20042
C 0.43897 0.64446 -7.83812
C -2.61125 0.16782 -4.75739
C -3.38607 1.28281 -5.05019
C -4.78076 1.11159 -5.18644
C -5.32565 -0.17171 -5.05457
C -4.53825 -1.27843 -4.79393
C -3.18450 -1.12946 -4.56396
H -1.98850 -1.57003 -7.05394
H -2.21820 -1.70442 -9.47331
H -0.35878 -0.47230 -10.97268
H 1.09994 1.16297 -9.77312
H 1.11740 1.34657 -7.33464
H -2.91466 2.26823 -5.13468
H -5.40635 1.97487 -5.41999
H -6.40842 -0.26035 -5.19612
H -4.99886 -2.24567 -4.70198
H -2.47330 -1.94693 -4.33219
C -1.83438 5.20530 0.57205
C -2.16218 3.74837 0.50312
C -3.51741 3.37993 0.80710
C -3.73357 1.98886 0.80993
N -2.76334 1.12260 0.56655
C -1.50976 1.57270 0.51688
S -0.28558 0.34596 -0.00599
N -1.13410 2.88052 0.50331
H -1.31517 5.26436 1.55845
H -2.84159 5.69040 0.60052
H -1.23488 5.54940 -0.26786
H -4.34527 4.06285 1.03015
H -4.74679 1.51609 0.85084
C 2.10707 0.69118 5.68017
C 0.81155 1.63036 5.49810
C -0.53848 0.85724 5.49104
C 0.99811 2.78723 4.49891
C 0.68436 4.05172 4.96631
C 0.84758 5.18647 4.23891
C 1.55421 5.12158 3.02403
C 2.03811 3.91724 2.60319
C 3.16933 3.96457 1.60946
C 2.86869 3.76560 0.11105
C 4.27619 3.07602 2.16371
C 1.59890 2.63011 3.19623
N 1.59667 1.48874 2.51982
H 1.95923 -0.15679 6.28675
H 2.89970 1.31244 6.19665
H 2.52021 0.38435 4.70449
H 0.81193 2.11127 6.50037
H -1.44953 1.47667 5.65437
H -0.51407 0.14599 6.32395
H -0.65725 0.17583 4.62819
H 0.25733 4.18482 5.94463
H 0.36726 6.11707 4.51861
H 1.75139 5.93389 2.34519
H 3.58099 4.95404 1.79881
H 2.09438 2.94152 -0.04730
H 3.83087 3.49265 -0.38894
H 2.43248 4.64966 -0.38642
H 4.13026 1.98957 2.10569
H 4.45355 3.22072 3.26032
H 5.27360 3.27734 1.69083
*
```


Record 2
Entry from the OMol25 dataset: 3 unconnected molecules or ions with the total composition C3H8O2 (ωB97M-V with the def2-TZVPD basis set).

- relative energy (zero: lowest compared OMol25 entry of this formula, charge and spin) (kcal per mole) = 98.3

ORCA input file:
```
! wB97M-V def2-TZVPD RIJCOSX def2/J DEFGRID3
* xyz 0 1
C -1.74332 0.22451 0.32485
C -0.35998 -0.22421 -0.16116
O -0.23738 -0.25112 -1.50500
C 0.73662 0.39478 0.58377
O 2.13713 -0.69643 -0.50787
H -1.91063 1.25573 0.00762
H -1.85141 0.15460 1.41289
H -2.49182 -0.40592 -0.15409
H -0.22447 -1.25968 0.27191
H 1.07655 -0.64006 -1.49635
H 1.23910 1.25735 0.21513
H 0.77260 0.25845 1.65656
H 2.85699 -0.06800 -0.64826
*
```


Record 3
Entry from the OMol25 dataset: 2 unconnected molecules or ions with the total composition Br3H3Si2 (ωB97M-V with the def2-TZVPD basis set).

- relative energy (zero: lowest compared OMol25 entry of this formula, charge and spin) (kcal per mole) = 69.2

ORCA input file:
```
! wB97M-V def2-TZVPD RIJCOSX def2/J DEFGRID3
* xyz 0 1
Si -0.71976 -1.02875 -0.37622
Si 0.70735 0.65467 0.31593
Br -2.18918 -0.09540 -1.74608
Br 2.03060 1.45897 -1.28309
Br 2.06097 -0.06324 1.94433
H -1.45039 -1.54969 0.76880
H -0.08748 -2.10084 -1.14041
H -0.35210 2.72429 1.51675
*
```


Record 4
Entry from the OMol25 dataset: 4 unconnected molecules or ions with the total composition C5H16N2O2 (ωB97M-V with the def2-TZVPD basis set).

- relative energy (zero: lowest compared OMol25 entry of this formula, charge and spin) (kcal per mole) = 185.5

ORCA input file:
```
! wB97M-V def2-TZVPD RIJCOSX def2/J DEFGRID3
* xyz 0 1
C 0.92817 0.56677 1.59838
C -0.76819 1.64612 0.00296
C 2.19479 0.87416 0.88029
C -2.06570 1.28836 0.67290
N 0.50596 -0.66698 1.66899
H 0.53485 1.29175 2.30730
H -0.33517 -0.84455 2.20040
H 0.72264 -1.36663 0.77164
H -0.89082 2.02194 -1.00865
H -0.18909 2.41511 0.51237
H 2.31343 0.19860 0.03551
H 3.03464 0.76360 1.57363
H 2.18691 1.89829 0.51057
H -2.77969 2.11833 0.65044
H -2.54254 0.44006 0.17802
H -1.92607 1.01593 1.72140
C -0.76592 -0.30978 -1.94192
N 0.49154 -2.92807 -1.33844
O 1.14268 -2.09651 -0.48923
O -0.07716 0.01964 -0.80286
H 1.12604 -3.29206 -2.04928
H 0.01710 -3.69307 -0.85637
H -0.46997 -1.36012 -2.19258
H -0.52797 0.33083 -2.80580
H -1.86049 -0.33172 -1.79965
*
```


Record 5
Entry from the OMol25 dataset: a molecular structure, C29H29BrLuNO3 (ωB97M-V with the def2-TZVPD basis set).

- energy (hartree) = -5212.60930

ORCA input file:
```
! wB97M-V def2-TZVPD RIJCOSX def2/J DEFGRID3
* xyz 0 1
C 2.40333 -0.08396 1.53465
C 2.31667 -0.84722 0.33279
C 1.79606 -0.00018 -0.68171
H 2.62428 -1.88743 0.21175
C 1.52653 1.27923 -0.10407
C 1.90822 1.22851 1.26708
H 1.15782 2.15580 -0.63790
C -1.48992 -2.10296 1.97826
C -0.30448 -2.72626 1.47564
C -0.32913 -2.60731 0.05200
H 0.44346 -3.25575 2.06913
C -1.50212 -1.88991 -0.32741
C -2.21696 -1.56929 0.87495
H 1.68634 -0.24086 -1.74026
H 1.87010 2.05503 1.97914
H 2.89087 -0.39332 2.45817
H -3.17216 -1.06317 0.91934
H 0.41955 -2.99447 -0.64410
H -1.81489 -2.07474 3.02399
Lu 0.00241 -0.35581 1.06312
C -1.97416 -1.57357 -1.72737
C -3.49151 -1.79412 -1.80039
C -1.29398 -2.48094 -2.76313
H -3.71448 -2.82800 -1.50964
H -3.82451 -1.60130 -2.82193
H -4.01582 -1.10291 -1.13503
H -1.44392 -3.53330 -2.48941
H -0.21771 -2.28753 -2.84701
H -1.75590 -2.30551 -3.74084
C -1.60873 -0.07870 -2.00647
C -2.16871 0.46840 -3.32493
H -0.50521 0.02346 -2.03195
H -2.01957 0.56767 -1.19985
O -3.13654 -0.02196 -3.89983
N -1.54131 1.54941 -3.87283
C -0.37884 2.29942 -3.42113
H -2.00013 1.91108 -4.70664
C 0.93317 1.71450 -3.90207
C 2.11960 2.37286 -3.57452
H 2.05413 3.32286 -3.03845
C 3.35446 1.82091 -3.91079
H 4.27086 2.32947 -3.61076
C 3.40644 0.61756 -4.62514
H 4.37160 0.17781 -4.88148
C 2.22261 -0.01262 -5.02022
H 2.24733 -0.93982 -5.59641
C 0.98582 0.54867 -4.67175
H 0.05604 0.07843 -5.00582
H -0.36027 2.37040 -2.32515
H -0.47623 3.31585 -3.81935
Br -0.38433 3.19586 4.06473
C -0.29862 1.92330 5.46499
C -0.51382 2.35334 6.78324
C -0.22644 1.49660 7.85416
C 0.21665 0.18724 7.62442
C 0.32939 -0.27500 6.31150
C 0.05704 0.56967 5.22643
C 0.19182 -0.00323 3.86784
O 1.00646 -0.94346 3.64468
O -0.57174 0.48973 2.92535
H -0.88659 3.36109 6.96275
H -0.34891 1.86367 8.87349
H 0.47138 -0.47251 8.45944
H 0.64723 -1.30076 6.11268
*
```


Record 6
Entry from the OMol25 dataset: 10 unconnected molecules or ions with the total composition C7H29NO9 (ωB97M-V with the def2-TZVPD basis set).

- relative energy (zero: lowest compared OMol25 entry of this formula, charge and spin) (kcal per mole) = 27.1
- SMILES string = Cc1c[nH]c(C)c1C.O.O.O.O.O.O.O.O.O

ORCA input file:
```
! wB97M-V def2-TZVPD RIJCOSX def2/J DEFGRID3
* xyz 0 1
C -0.48812 -2.41765 1.19780
C -1.56419 -1.34926 1.20429
C -1.74463 -0.39653 2.17729
N -2.74834 0.42728 1.71755
C -3.09278 0.11302 0.43498
C -3.93064 1.04082 -0.35558
C -2.37543 -1.02062 0.08340
C -2.39509 -1.73139 -1.22971
H 0.04753 -2.32991 2.14583
H 0.33501 -2.18163 0.52548
H -0.91071 -3.39329 1.00765
H -1.45403 -0.26538 3.20680
H -3.10824 1.23638 2.19575
H -3.41504 2.01362 -0.44795
H -4.93011 1.26506 0.02061
H -4.03301 0.86426 -1.42830
H -2.30132 -2.81098 -1.22032
H -3.18860 -1.30351 -1.84223
H -1.49072 -1.33031 -1.71771
O -0.08234 2.57505 -0.72257
H -0.13547 3.09931 -1.52509
H -0.90209 2.11603 -0.52706
O 2.13074 1.47411 3.92843
H 2.51756 0.73123 3.45066
H 2.41651 2.23146 3.40086
O 2.30553 2.89586 1.09293
H 1.60739 2.85028 1.75067
H 2.47218 2.02172 0.73750
O 1.04398 -0.06306 1.20771
H 0.30156 0.11800 0.61848
H 1.00474 0.58228 1.92383
O 3.28867 2.10767 -1.23795
H 4.14445 2.26707 -0.82533
H 3.08741 1.20567 -0.94482
O 3.04360 -0.63212 -0.74059
H 3.61285 -1.29263 -0.33594
H 2.28262 -0.53300 -0.13975
O 0.57330 1.85659 -3.83497
H 1.49886 1.79466 -4.05870
H 0.23839 1.46275 -3.03159
O 1.10802 -4.76444 0.13469
H 1.18696 -4.14170 -0.58776
H 1.58266 -4.54336 0.93426
O 0.51363 -0.70277 -2.59946
H 0.66404 -0.87298 -3.53194
H 1.28266 -0.27368 -2.21213
*
```